1.
# C43H49AsCl2IN6O4S2Sr

A molecular structure, C43H49AsCl2IN6O4S2Sr (ωB97M-V with the def2-TZVPD basis set, OMol25).

Last column: Löwdin charge in e.
Element x y z (Å)
Sr  -0.829  0.713  -0.019  1.010
C  -4.486  -1.128  -2.528  -0.028
C  -3.684  -2.204  -1.860  -0.282
N  -4.222  -3.403  -1.720  0.101
C  -3.506  -4.375  -1.140  -0.124
C  -2.199  -4.202  -0.718  -0.174
C  -1.435  -5.349  -0.106  -0.218
O  -2.240  -6.150  0.759  -0.072
C  -1.619  -2.944  -0.883  -0.087
C  -0.201  -2.630  -0.507  -0.113
N  0.781  -2.538  -1.305  0.126
C  0.631  -2.943  -2.656  -0.316
C  0.474  -4.296  -2.944  -0.022
C  0.464  -4.755  -4.250  -0.085
C  0.617  -3.863  -5.300  -0.104
C  0.779  -2.513  -5.026  -0.167
C  0.797  -2.050  -3.714  -0.655
I  1.028  -0.037  -3.399  1.081
C  -2.376  -1.885  -1.398  -0.346
O  -1.915  -0.670  -1.442  -0.387
H  -5.235  -1.583  -3.175  0.074
H  -3.839  -0.464  -3.101  0.076
H  -5.003  -0.501  -1.796  0.057
H  -3.989  -5.340  -1.038  0.106
H  -0.562  -4.971  0.440  0.109
H  -1.063  -6.025  -0.879  0.112
H  -2.915  -5.570  1.125  0.076
H  0.029  -2.389  0.531  0.057
H  0.382  -4.989  -2.120  0.099
H  0.343  -5.813  -4.445  0.100
H  0.610  -4.208  -6.325  0.096
H  0.894  -1.805  -5.835  0.082
C  6.528  -0.270  0.544  -0.084
C  5.472  -1.087  -0.184  -0.222
N  4.344  -1.420  0.680  -0.139
C  4.351  -2.769  1.226  -0.269
C  3.833  -3.790  0.224  -0.078
C  3.325  -0.553  0.877  -0.702
S  2.023  -0.987  1.900  0.696
N  3.557  0.644  0.268  0.097
C  2.567  1.414  -0.180  -0.495
O  1.353  1.120  -0.167  -0.362
C  2.982  2.728  -0.779  -0.133
C  4.324  3.098  -0.822  -0.030
C  4.696  4.311  -1.378  -0.093
C  3.727  5.166  -1.895  -0.099
C  2.390  4.800  -1.853  -0.069
C  2.019  3.582  -1.298  -0.029
H  7.356  -0.025  -0.124  0.069
H  6.932  -0.820  1.397  0.067
H  6.088  0.658  0.908  0.055
H  5.894  -2.035  -0.523  0.107
H  5.113  -0.549  -1.059  0.113
H  3.713  -2.769  2.107  0.045
H  5.373  -2.997  1.547  0.113
H  2.780  -3.594  0.016  0.048
H  3.933  -4.804  0.618  0.069
H  4.376  -3.744  -0.723  0.068
H  5.059  2.416  -0.416  0.093
H  5.742  4.592  -1.411  0.094
H  4.017  6.115  -2.328  0.094
H  1.626  5.464  -2.238  0.104
H  0.975  3.303  -1.243  0.055
C  -0.991  -3.043  2.985  0.013
C  -1.157  -1.549  3.054  -0.545
O  -1.496  -0.900  2.071  -0.092
N  -0.952  -0.954  4.246  0.088
C  -1.027  0.487  4.385  -0.109
C  0.266  1.209  4.095  -0.296
C  1.405  0.991  4.854  -0.058
C  2.564  1.666  4.523  -0.080
C  2.539  2.537  3.447  -0.056
C  1.350  2.699  2.755  -0.151
N  0.227  2.050  3.065  0.114
H  -1.540  -3.398  2.116  0.072
H  -1.349  -3.541  3.887  0.086
H  0.067  -3.282  2.853  0.080
H  -0.579  -1.514  4.993  0.140
H  -1.366  0.710  5.400  0.128
H  -1.775  0.855  3.683  0.095
H  1.390  0.284  5.675  0.107
H  3.478  1.502  5.081  0.104
H  3.422  3.074  3.131  0.105
H  1.286  3.367  1.903  0.067
Cl  -1.610  2.443  -2.362  0.645
C  -2.072  4.093  -1.928  -0.633
C  -2.666  4.816  -2.947  -0.135
C  -3.063  6.120  -2.706  -0.110
C  -2.848  6.658  -1.446  -0.142
C  -2.255  5.898  -0.454  -0.682
Cl  -2.036  6.677  1.093  0.622
C  -1.840  4.561  -0.626  -0.753
S  -1.138  3.618  0.654  0.512
H  -2.809  4.351  -3.913  0.097
H  -3.536  6.705  -3.483  0.094
H  -3.137  7.675  -1.218  0.092
C  -4.900  -0.400  1.166  -0.293
As  -3.601  1.052  0.848  1.024
C  -4.654  2.158  -0.386  -0.306
C  -4.099  2.082  2.451  -0.315
H  -5.921  -0.021  1.113  0.021
H  -4.715  -0.788  2.168  0.016
H  -4.768  -1.208  0.448  0.002
H  -5.719  2.068  -0.168  0.023
H  -4.456  1.865  -1.416  0.002
H  -4.337  3.191  -0.241  0.017
H  -5.151  2.364  2.398  0.023
H  -3.469  2.970  2.488  -0.002
H  -3.944  1.478  3.346  0.008

Values from the calculation:
2S+1: 1
E_LUMO (Ha): 0.0807
Frontier orbital gap (eV): 6.897
Net charge: -1
ΔE to the lowest compared entry with this formula, charge and spin (eV): 0.7363

2.
# C18H21NO3S2

A single C18H21NO3S2 molecule (ωB97M-V with the def2-TZVPD basis set, OMol25).

Last column: Löwdin charge in e.
Element x y z (Å)
C  2.312  -1.979  -3.145  -0.040
C  2.394  -0.597  -3.799  -0.321
N  3.797  -0.344  -4.296  0.022
O  4.014  -0.570  -5.489  0.003
C  2.072  0.510  -2.796  -0.197
C  2.787  0.617  -1.605  -0.029
C  2.510  1.639  -0.685  -0.067
C  1.524  2.605  -0.980  -0.567
S  1.244  3.905  0.167  0.939
C  0.460  2.985  1.469  -0.856
C  -0.418  1.960  1.280  -0.131
C  -0.860  1.282  2.486  -0.239
C  -1.756  0.079  2.514  -0.445
C  -3.077  0.409  3.195  0.002
C  -1.125  -1.190  3.140  -0.124
O  -1.533  -2.248  2.338  -0.032
C  -1.842  -1.697  1.029  -0.547
C  -0.640  -1.907  0.104  0.019
C  -3.130  -2.250  0.437  0.008
O  -2.128  -0.302  1.187  -0.029
C  -0.337  1.909  3.603  -0.324
S  0.769  3.238  3.170  0.961
C  0.799  2.486  -2.162  -0.093
C  1.091  1.485  -3.106  -0.010
H  2.509  -2.751  -3.860  0.071
H  1.321  -2.122  -2.789  0.066
H  2.993  -2.169  -2.300  0.088
H  1.682  -0.575  -4.620  0.131
H  3.574  -0.081  -1.332  0.114
H  3.044  1.670  0.249  0.108
H  -0.762  1.763  0.267  0.118
H  -3.574  1.212  2.642  0.101
H  -2.942  0.716  4.233  0.085
H  -3.725  -0.474  3.238  0.095
H  -1.464  -1.359  4.165  0.135
H  -0.022  -1.112  3.191  0.136
H  -0.389  -2.949  0.059  0.084
H  -0.890  -1.547  -0.894  0.086
H  0.160  -1.285  0.520  0.093
H  -3.958  -2.062  1.133  0.090
H  -3.093  -3.344  0.331  0.093
H  -3.381  -1.836  -0.534  0.089
H  -0.574  1.603  4.643  0.091
H  0.026  3.235  -2.355  0.109
H  0.535  1.443  -4.042  0.113

Values from the calculation:
2S+1: 1
E_LUMO (Ha): -0.0108
Frontier orbital gap (eV): 7.952
Net charge: 0
SMILES string: C[C@H](N=O)c1ccc(Sc2cc([C@]3(C)COC(C)(C)O3)cs2)cc1
ΔE to the lowest compared entry with this formula, charge and spin (eV): 3.5611

no.,highest occupied orbital energy (eV),energy (Eh),strongest force on any atom (eV/A)
1,-4.7,-6578.6796,1.71
2,-8.2,-1775.2481,3.21